Record 1
The following is a DFT calculation (ωB97M-V with the def2-TZVPD basis set) of a cluster of 5 separate species, C49H97N3O7S2 in total.

Output
Electronic energy, eV: -92857.7554
Gap between HOMO and LUMO, Eh: 0.3455
LUMO energy, hartree: 0.010

Geometry as ORCA input:
```
! RIJCOSX wB97M-V def2-TZVPD def2/J DEFGRID3
* xyz 0 1
C 4.502 1.402 0.677
C 3.306 1.795 0.204
C 2.094 1.994 1.091
C 1.981 0.862 2.099
O 2.824 0.354 2.757
O 0.678 0.485 2.180
C -0.161 1.560 1.659
C -0.350 2.463 2.896
C -1.431 3.566 2.880
C -2.336 3.484 4.118
C -3.609 4.338 3.999
C -4.887 3.525 3.745
N -5.829 3.612 4.876
S -1.735 0.669 1.301
C -1.390 -1.063 1.434
O -2.182 0.997 -0.029
O -2.673 0.951 2.364
C 0.697 2.126 0.459
C 0.245 3.564 0.081
C 0.836 4.743 0.857
C -0.119 5.950 0.801
C -0.071 6.667 -0.555
C -1.363 7.428 -0.870
C -2.444 6.542 -1.530
C -3.686 6.300 -0.667
S -5.053 5.694 -1.707
C -5.256 4.052 -1.185
N -4.666 3.019 -1.690
N -5.151 1.914 -1.014
C -5.997 2.367 -0.163
O -6.126 3.705 -0.198
C 0.610 1.367 -0.890
C 0.970 -0.130 -1.001
C -0.113 -0.933 -1.755
C 0.501 -1.861 -2.787
O 1.493 -2.497 -2.603
O -0.160 -1.952 -3.974
H 5.093 0.656 0.155
H 4.926 1.778 1.602
H 3.237 2.002 -0.859
H 2.369 2.848 1.730
H 0.631 2.861 3.153
H -0.621 1.759 3.684
H -2.023 3.539 1.965
H -0.913 4.521 2.957
H -1.754 3.870 4.961
H -2.587 2.449 4.342
H -3.486 5.137 3.261
H -3.763 4.827 4.963
H -5.368 3.853 2.822
H -4.636 2.474 3.592
H -6.528 4.323 4.711
H -6.316 2.735 4.995
H -2.215 -1.536 0.900
H -0.445 -1.343 0.988
H -1.426 -1.330 2.486
H -0.846 3.615 0.108
H 0.513 3.701 -0.968
H 1.761 5.080 0.379
H 1.084 4.496 1.888
H 0.107 6.659 1.601
H -1.127 5.566 0.979
H 0.748 7.391 -0.500
H 0.142 5.973 -1.370
H -1.123 8.233 -1.569
H -1.751 7.921 0.025
H -2.773 7.011 -2.459
H -2.034 5.569 -1.814
H -4.020 7.251 -0.250
H -3.457 5.611 0.144
H -6.577 1.778 0.527
H 1.313 1.902 -1.529
H -0.371 1.560 -1.316
H 1.225 -0.594 -0.052
H 1.867 -0.210 -1.615
H -0.801 -0.256 -2.263
H -0.697 -1.578 -1.097
H -1.050 -1.610 -3.816
C -3.234 -6.106 -7.908
C -1.717 -5.950 -7.880
C -1.021 -6.934 -6.941
C -1.407 -6.798 -5.468
C -1.161 -5.417 -4.863
C 0.307 -5.000 -4.864
H -3.679 -5.908 -6.932
H -3.683 -5.409 -8.619
H -3.516 -7.117 -8.210
H -1.458 -4.923 -7.607
H -1.327 -6.103 -8.890
H 0.061 -6.820 -7.047
H -1.246 -7.955 -7.267
H -0.846 -7.541 -4.892
H -2.463 -7.058 -5.342
H -1.519 -5.428 -3.828
H -1.756 -4.661 -5.384
H 0.917 -5.722 -4.316
H 0.421 -4.033 -4.386
H 0.703 -4.919 -5.878
C 7.673 5.372 -4.547
C 7.478 5.450 -3.035
C 6.790 4.220 -2.445
C 5.373 3.967 -2.961
C 4.395 5.121 -2.747
C 4.174 5.459 -1.276
H 6.720 5.317 -5.076
H 8.200 6.252 -4.916
H 8.261 4.493 -4.817
H 6.915 6.354 -2.785
H 8.455 5.560 -2.558
H 6.772 4.312 -1.356
H 7.400 3.337 -2.658
H 4.982 3.072 -2.466
H 5.409 3.726 -4.027
H 3.436 4.848 -3.196
H 4.735 6.013 -3.280
H 3.802 4.590 -0.726
H 3.439 6.260 -1.173
H 5.093 5.795 -0.794
C 1.554 -1.348 5.505
C 2.927 -2.011 5.495
C 3.105 -3.065 6.586
C 2.992 -2.536 8.017
C 3.974 -1.418 8.366
C 5.437 -1.841 8.271
H 1.372 -0.804 6.435
H 1.473 -0.636 4.685
H 0.761 -2.091 5.388
H 3.702 -1.245 5.578
H 3.078 -2.489 4.524
H 4.074 -3.554 6.452
H 2.354 -3.850 6.448
H 3.144 -3.370 8.709
H 1.974 -2.181 8.196
H 3.769 -1.085 9.387
H 3.801 -0.551 7.723
H 5.640 -2.687 8.931
H 6.097 -1.023 8.563
H 5.707 -2.132 7.255
C -2.480 -9.998 0.318
C -3.840 -9.366 0.036
C -3.947 -8.751 -1.359
C -2.972 -7.605 -1.633
C -3.066 -6.427 -0.666
C -4.422 -5.725 -0.694
H -1.677 -9.261 0.287
H -2.464 -10.456 1.308
H -2.254 -10.777 -0.413
H -4.059 -8.613 0.798
H -4.613 -10.132 0.134
H -4.972 -8.404 -1.515
H -3.780 -9.533 -2.106
H -3.141 -7.241 -2.652
H -1.947 -7.988 -1.621
H -2.290 -5.702 -0.930
H -2.843 -6.754 0.353
H -4.650 -5.360 -1.697
H -4.431 -4.869 -0.017
H -5.228 -6.392 -0.385
*
```



Record 2
The following is a DFT calculation (ωB97M-V with the def2-TZVPD basis set) of a structure of composition C7H5NO4Tl.

Output
Electronic energy, eV: -21675.8175
Gap between HOMO and LUMO, Eh: 0.2685
LUMO energy, hartree: -0.556

Geometry as ORCA input:
```
! RIJCOSX wB97M-V def2-TZVPD def2/J DEFGRID3
* xyz 3 1
Tl -0.329 -0.233 -1.925
O -0.916 3.244 -2.081
C -0.754 2.114 -2.085
C 1.884 -1.033 -2.054
O 2.967 -1.391 -2.089
C -2.124 -1.721 -1.964
O -3.005 -2.460 -2.106
C -0.311 -0.198 -4.330
O -0.315 -0.202 -5.482
C 0.958 0.486 3.412
C -0.260 -0.082 2.709
C -0.061 0.078 1.335
N 0.107 0.219 0.212
H 1.863 -0.043 3.121
H 0.790 0.364 4.455
H 1.085 1.542 3.180
H -0.392 -1.163 2.817
H -1.187 0.478 2.875
*
```



Record 3
The following is a DFT calculation (ωB97M-V with the def2-TZVPD basis set) of a structure of composition C40H85AsCuF9N3O17.

Output
Electronic energy, eV: -212062.1881
Gap between HOMO and LUMO (spin up / spin down), Eh: 0.1134 / 0.2585
LUMO energy (spin up / spin down), hartree: 0.080 / 0.028

Geometry as ORCA input:
```
! RIJCOSX wB97M-V def2-TZVPD def2/J DEFGRID3
* xyz -1 3
Cu 6.513 -31.493 -3.527
C 4.984 -32.099 -0.732
O 5.194 -30.772 -1.017
O 5.461 -32.687 -1.891
C 5.508 -32.424 0.701
F 5.639 -33.732 0.956
F 6.725 -31.861 1.000
F 4.609 -31.997 1.626
C 4.248 -29.799 -0.499
C 4.814 -28.389 -0.511
H 4.062 -27.747 -0.051
H 5.788 -28.449 -0.025
H 5.084 -27.946 -1.469
H 3.887 -29.908 0.524
H 3.378 -29.705 -1.149
H 3.911 -32.290 -0.698
As 3.796 -29.070 -5.026
F 4.908 -30.157 -4.106
F 3.835 -27.815 -3.666
F 2.680 -28.007 -5.905
F 3.734 -30.203 -6.467
F 2.360 -29.768 -4.204
F 5.167 -28.174 -5.707
C 6.781 -29.665 -8.143
C 6.895 -30.213 -6.783
N 7.050 -30.730 -5.732
H 5.730 -29.814 -8.394
H 7.409 -30.296 -8.771
H 7.192 -28.655 -8.165
C 7.230 -26.766 -3.008
C 7.300 -28.215 -3.001
N 7.332 -29.363 -3.062
H 6.365 -26.428 -3.578
H 8.124 -26.413 -3.521
H 7.165 -26.327 -2.013
C 3.425 -25.073 -6.195
C 4.310 -24.456 -5.196
N 5.075 -24.042 -4.377
H 2.587 -25.555 -5.691
H 3.955 -25.949 -6.568
H 3.207 -24.442 -7.056
C -0.311 -21.996 -6.713
O 0.367 -22.801 -5.832
C 0.229 -22.526 -4.489
C 1.276 -23.310 -3.684
O 0.888 -24.645 -3.449
C 1.740 -25.360 -2.537
C 1.306 -26.811 -2.266
O -0.012 -27.066 -1.722
C -1.034 -26.655 -2.610
H 0.043 -20.965 -6.738
H -1.387 -21.917 -6.554
H -0.255 -22.411 -7.719
H -0.806 -22.601 -4.156
H 0.506 -21.483 -4.332
H 1.298 -22.804 -2.719
H 2.326 -23.441 -3.944
H 1.722 -24.926 -1.537
H 2.777 -25.363 -2.873
H 2.016 -27.313 -1.608
H 1.400 -27.366 -3.199
H -1.095 -25.580 -2.780
H -1.993 -27.060 -2.285
H -0.795 -27.204 -3.521
C 0.808 -36.835 -4.469
O 0.078 -35.678 -4.008
C -0.908 -36.055 -3.045
C -1.733 -34.762 -2.646
O -1.134 -33.816 -1.732
C 0.257 -33.529 -2.000
C 0.807 -32.488 -0.977
O 0.069 -31.356 -0.851
C 0.077 -30.533 -1.949
H 1.270 -37.495 -3.734
H 1.663 -36.471 -5.038
H 0.269 -37.528 -5.115
H -0.423 -36.373 -2.123
H -1.544 -36.833 -3.467
H -2.694 -35.102 -2.260
H -2.094 -34.111 -3.442
H 0.292 -33.244 -3.051
H 0.914 -34.380 -1.820
H 1.878 -32.302 -1.062
H 0.793 -32.950 0.010
H -0.421 -29.626 -1.608
H -0.513 -30.883 -2.797
H 1.110 -30.243 -2.145
C 3.610 -27.656 -11.815
O 3.837 -28.349 -10.558
C 3.055 -27.900 -9.430
C 1.605 -28.391 -9.487
O 0.992 -27.525 -10.397
C -0.373 -27.848 -10.724
C -1.007 -27.036 -11.835
O -1.205 -25.656 -11.470
C -2.214 -24.975 -12.166
H 4.471 -27.755 -12.476
H 3.433 -26.581 -11.780
H 2.740 -28.043 -12.347
H 3.198 -26.847 -9.186
H 3.419 -28.434 -8.552
H 1.128 -28.345 -8.508
H 1.579 -29.423 -9.837
H -0.956 -27.782 -9.805
H -0.470 -28.885 -11.047
H -1.951 -27.498 -12.123
H -0.302 -26.913 -12.658
H -1.874 -24.880 -13.197
H -2.405 -24.010 -11.695
H -3.196 -25.447 -12.193
C 9.057 -31.292 -1.105
O 8.441 -31.895 -2.228
C 9.315 -32.831 -2.823
C 8.617 -33.899 -3.622
O 7.637 -33.273 -4.369
C 6.889 -34.275 -5.145
C 5.664 -33.664 -5.889
O 5.084 -32.765 -4.934
C 3.647 -32.854 -4.945
H 8.474 -30.399 -0.882
H 10.043 -30.850 -1.246
H 9.074 -31.849 -0.168
H 9.900 -33.352 -2.064
H 9.981 -32.343 -3.534
H 8.052 -34.563 -2.968
H 9.404 -34.365 -4.216
H 6.532 -35.074 -4.496
H 7.552 -34.781 -5.846
H 4.971 -34.439 -6.217
H 5.972 -33.148 -6.799
H 3.241 -32.342 -4.073
H 3.453 -33.866 -4.589
H 3.130 -32.632 -5.878
C -4.797 -28.202 -2.685
O -4.743 -29.552 -3.206
C -3.465 -30.186 -3.435
C -2.703 -29.402 -4.573
O -1.559 -30.151 -4.930
C -1.126 -29.933 -6.267
C 0.041 -30.911 -6.423
O -0.275 -32.217 -6.825
C -1.049 -32.991 -5.928
H -4.115 -27.861 -1.907
H -5.822 -27.997 -2.375
H -4.542 -27.493 -3.472
H -3.628 -31.252 -3.594
H -2.861 -30.032 -2.541
H -2.298 -28.457 -4.211
H -3.368 -29.259 -5.424
H -0.764 -28.930 -6.495
H -1.836 -30.299 -7.008
H 0.750 -30.900 -5.595
H 0.626 -30.605 -7.290
H -1.922 -32.506 -5.491
H -0.448 -33.318 -5.080
H -1.297 -33.931 -6.421
*
```



Record 4
The following is a DFT calculation (ωB97M-V with the def2-TZVPD basis set) of a structure of composition C19H23CuF5NPS.

Output
Electronic energy, eV: -99910.2173
Gap between HOMO and LUMO (spin up / spin down), Eh: 0.1937 / 0.2548
LUMO energy (spin up / spin down), hartree: 0.004 / 0.004

Geometry as ORCA input:
```
! RIJCOSX wB97M-V def2-TZVPD def2/J DEFGRID3
* xyz 0 2
C 1.714 -2.747 3.013
C 2.617 -2.039 2.228
C 2.137 -1.293 1.132
C 0.782 -1.237 0.857
C -0.113 -1.923 1.684
C 0.341 -2.680 2.773
C 3.155 -0.609 0.266
C 2.791 -0.063 -1.108
N 1.571 -0.642 -1.785
Cu 0.169 -0.093 -0.854
C -1.573 -1.873 1.339
P -1.753 -1.225 -0.374
H 3.696 -2.033 2.383
H -0.390 -3.201 3.396
H 2.096 -3.343 3.826
H -2.118 -1.168 1.996
H -2.047 -2.870 1.395
H 3.548 0.254 0.811
H 3.987 -1.293 0.075
H 2.711 1.036 -1.163
C -3.412 -0.497 -0.302
C -1.972 -2.811 -1.258
H 3.468 -0.436 -1.877
C 1.512 -2.150 -1.820
C 1.255 -0.035 -3.093
H -0.054 1.686 -0.729
H 2.203 -2.319 -2.694
H 1.979 -2.532 -0.863
H 0.480 -2.616 -2.006
H 2.139 -0.376 -3.653
H 0.292 -0.370 -3.574
H 1.263 1.082 -3.006
H -2.885 -3.249 -0.868
H -2.070 -2.586 -2.327
H -1.117 -3.462 -1.080
H -4.137 -1.295 -0.104
H -3.433 0.257 0.495
H -3.635 -0.015 -1.261
H -1.432 -0.746 -1.827
F -2.765 6.501 1.226
C -1.959 5.440 1.037
C -1.480 4.728 2.132
F -1.825 5.109 3.380
C -0.696 3.602 1.932
F -0.231 2.918 3.003
C -0.379 3.185 0.640
S 0.663 1.786 0.362
C -0.836 3.920 -0.450
F -0.441 3.628 -1.722
C -1.652 5.022 -0.261
F -2.166 5.671 -1.322
*
```



Record 5
The following is a DFT calculation (ωB97M-V with the def2-TZVPD basis set) of a cluster of 2 separate species, C3H11NS2 in total.

Output
Electronic energy, eV: -26449.2206
Gap between HOMO and LUMO, Eh: 0.3387
LUMO energy, hartree: 0.031

Geometry as ORCA input:
```
! RIJCOSX wB97M-V def2-TZVPD def2/J DEFGRID3
* xyz 0 1
C -0.493 -2.001 -0.606
C 1.026 -1.957 -0.843
N 1.363 -0.760 -1.621
H -0.924 -1.001 -0.583
H -0.696 -2.420 0.384
H -0.999 -2.557 -1.393
H 1.315 -2.879 -1.355
H 1.515 -1.965 0.136
H 2.344 -0.778 -1.914
H 1.024 -0.854 -2.581
C -1.488 3.192 1.550
S -0.225 2.204 2.500
S 0.017 0.670 1.134
H -1.974 2.461 0.934
H -2.235 3.715 2.161
H -0.908 4.040 1.184
H 1.339 0.887 0.914
*
```



Record 6
The following is a DFT calculation (ωB97M-V with the def2-TZVPD basis set) of a cluster of 2 separate species, C11H9NO3 in total.

Output
Electronic energy, eV: -19182.3883
Gap between HOMO and LUMO, Eh: 0.1892
LUMO energy, hartree: 0.221

Geometry as ORCA input:
```
! RIJCOSX wB97M-V def2-TZVPD def2/J DEFGRID3
* xyz -2 1
C 3.528 1.776 -0.063
C 3.283 1.021 1.009
C 2.861 1.348 -1.183
C 2.312 0.040 1.086
C 1.894 0.385 -1.219
C 1.370 -0.247 -0.009
C -2.974 0.894 0.933
C -5.100 -0.058 -0.309
C -0.713 -1.924 0.545
C -0.691 -1.534 -0.857
C 0.140 -0.826 0.048
N -3.691 0.636 0.038
O -5.421 0.200 -1.464
O -2.252 1.275 1.764
O -5.540 -0.629 0.641
H 4.259 2.715 -0.188
H 3.745 1.199 2.032
H 3.000 1.783 -2.230
H 2.120 -0.365 2.171
H 1.534 -0.049 -2.069
H -1.591 -1.813 1.202
H -0.174 -2.794 0.972
H -0.332 -2.150 -1.718
H -1.566 -0.886 -1.133
*
```



Record 7
The following is a DFT calculation (ωB97M-V with the def2-TZVPD basis set) of an isolated molecule of C6H6.

Output
Electronic energy, eV: -6319.0835
Gap between HOMO and LUMO, Eh: 0.3880
LUMO energy, hartree: 0.044

Geometry as ORCA input:
```
! RIJCOSX wB97M-V def2-TZVPD def2/J DEFGRID3
* xyz 0 1
C 1.088 -0.801 0.343
C 0.861 0.384 1.023
C -0.211 1.204 0.676
C -1.107 0.759 -0.286
C -0.834 -0.372 -1.057
C 0.272 -1.138 -0.737
H 1.848 -1.511 0.628
H 1.535 0.721 1.798
H -0.417 2.084 1.266
H -1.999 1.324 -0.529
H -1.590 -0.671 -1.774
H 0.553 -1.983 -1.353
*
```



Record 8
The following is a DFT calculation (ωB97M-V with the def2-TZVPD basis set) of a structure of composition C22H37ClCuP2.

Output
Electronic energy, eV: -99148.6253
Gap between HOMO and LUMO (spin up / spin down), Eh: 0.2790 / 0.1975
LUMO energy (spin up / spin down), hartree: 0.025 / -0.056

Geometry as ORCA input:
```
! RIJCOSX wB97M-V def2-TZVPD def2/J DEFGRID3
* xyz 0 2
P -3.139 -2.101 0.336
P -0.271 -3.003 1.727
C -2.922 -3.824 1.006
C -1.838 -3.933 2.086
H -2.688 -4.448 0.128
H -3.908 -4.121 1.398
H -2.206 -3.525 3.038
H -1.568 -4.985 2.243
C 0.501 -4.221 0.597
H 1.533 -3.910 0.396
H -0.048 -4.284 -0.350
H 0.496 -5.197 1.097
C 0.642 -3.336 3.274
H 0.738 -4.427 3.410
H 0.083 -2.891 4.113
H 1.633 -2.865 3.188
C -4.330 -2.301 -1.008
H -4.460 -1.331 -1.506
H -5.285 -2.646 -0.589
H -3.944 -3.030 -1.733
C -4.160 -1.385 1.666
H -3.611 -1.380 2.616
H -5.070 -1.993 1.762
H -4.421 -0.355 1.395
Cu 2.063 3.196 -1.108
C 1.050 -0.210 0.886
C 0.999 -0.979 -0.224
C -0.187 -1.470 -0.987
C -0.878 -0.518 -2.001
C -1.982 0.255 -1.393
C -2.100 0.608 -0.102
C -1.379 0.121 1.110
C -0.007 0.746 1.354
C 0.225 3.516 -1.369
H 2.006 -0.130 1.425
H 1.949 -1.185 -0.738
H -0.997 -1.846 -0.317
H 0.116 -2.390 -1.523
H -0.126 0.148 -2.463
H -1.289 -1.139 -2.814
H -2.722 0.669 -2.090
H -2.954 1.259 0.137
H -1.234 -0.973 1.143
H -2.006 0.293 1.994
H 0.028 1.733 0.863
H 0.106 0.961 2.435
H -0.134 4.235 -0.611
H -0.164 2.505 -1.177
H 0.047 3.843 -2.413
Cl 4.152 2.600 -3.684
C 4.133 3.861 -2.519
C 4.157 5.174 -2.992
C 4.127 6.264 -2.108
C 4.229 6.028 -0.729
C 4.321 4.732 -0.222
C 4.106 3.596 -1.089
C 3.768 2.299 -0.561
H 4.241 5.349 -4.061
H 4.143 7.286 -2.503
H 4.245 6.888 -0.060
H 4.442 4.563 0.857
H 3.771 2.184 0.524
H 3.981 1.420 -1.161
*
```



> electronic energy of number 1 (C49H97N3O7S2)?

-92857.7554 eV



> Which value of electronic energy does entry 6 give?

-19182.3883 eV



> What is the formula in the fifth record?

C3H11NS2